Entry 1:
Molecular formula: C19H17Cl2N7
Method: DFT, ωB97M-V/def2-TZVPD

SMILES string   Cc1cc(Nc2nccc3nc(-c4c(Cl)cccc4Cl)[nH]c23)nc(N(C)C)n1
HOMO-LUMO gap   8.06 eV
LUMO energy   0.09 eV
ΔE to the lowest compared entry with this formula, charge and spin   38.04 kcal/mol

XYZ file:
```
45
Properties=species:S:1:pos:R:3:forces:R:3:mulliken_charge:R:1
Cl -4.005 0.900 0.494 0.991 -0.800 1.244 -0.1963
Cl -0.312 -0.079 4.684 0.125 0.427 0.085 -0.1654
N -0.722 2.341 2.652 1.050 0.225 -3.513 -0.6641
N 1.880 0.025 -1.940 0.134 1.432 0.471 -0.4889
N 1.450 3.947 -0.623 -1.005 -1.368 -1.367 -0.6288
N 0.640 -1.880 -2.150 -3.848 -1.153 -1.539 -0.5748
C -1.250 1.335 2.029 -0.627 -0.433 -1.289 0.1334
C 1.760 -1.280 -1.923 1.320 0.311 0.467 0.2927
C 1.344 4.645 0.478 0.772 0.064 2.756 -0.4492
C 0.762 0.763 -2.003 2.876 -0.990 -0.318 0.1458
C 0.764 2.795 -0.719 0.972 0.144 -1.269 -0.4069
C -0.465 -1.121 -2.447 0.845 0.014 0.423 0.7391
C -0.461 0.264 -2.280 -1.157 -0.954 -0.032 -0.4466
C -3.713 -1.807 3.424 1.141 -0.380 1.266 -0.4313
C -4.171 -1.073 2.321 0.688 -1.582 0.306 -0.6157
C -2.575 -1.448 4.202 -0.668 1.319 -0.801 -0.5509
C 0.755 4.097 1.622 -0.596 1.298 0.454 -0.4367
C -3.347 -0.063 1.914 -0.103 1.788 0.241 0.2116
C -1.787 -0.300 3.868 -2.448 -1.897 -1.819 0.1313
C 0.007 2.924 1.513 1.366 3.226 4.316 0.6977
C -2.200 0.354 2.673 1.036 0.308 -1.329 0.5536
C -0.004 2.295 0.333 -2.114 -2.255 0.075 0.7087
N -0.900 1.227 0.643 0.025 -0.549 0.435 0.1697
N 1.019 2.089 -1.926 0.972 3.323 0.418 -0.1663
N 2.884 -2.002 -1.581 1.172 0.765 -0.040 0.1837
C -1.743 -1.756 -2.902 0.009 -0.054 0.845 -1.2927
C 4.079 -1.279 -1.142 0.487 -0.655 1.814 -0.9001
C 3.110 -3.340 -2.032 0.326 -1.893 0.084 -1.0533
H 1.947 5.572 0.585 -0.638 -0.611 -0.370 0.3457
H -1.320 0.933 -2.398 0.273 -0.484 -0.159 0.3647
H -4.151 -2.774 3.711 -0.237 0.669 -0.211 0.3226
H -4.988 -1.460 1.702 0.234 0.492 0.410 0.3783
H -2.300 -1.991 5.096 -0.054 -0.271 -0.205 0.4008
H 0.722 4.630 2.580 0.221 -0.131 -0.482 0.3804
H -1.255 0.547 -0.026 0.148 0.219 0.568 0.0459
H 1.983 2.363 -2.252 -1.459 -0.599 0.511 0.3866
H -2.533 -0.991 -3.096 0.653 -0.704 0.196 0.2873
H -2.011 -2.407 -2.057 -0.449 -0.014 -0.413 0.3058
H -1.581 -2.379 -3.772 -0.016 -0.131 -0.195 0.3903
H 3.905 -0.581 -0.317 -0.670 0.335 -0.574 0.3363
H 4.786 -1.944 -0.589 -0.645 -0.291 -0.851 0.2947
H 4.667 -0.794 -1.894 0.035 0.375 -0.763 0.3022
H 3.513 -3.540 -3.082 0.407 0.907 1.311 0.2574
H 2.163 -3.807 -2.153 -1.035 -0.434 0.303 0.3738
H 3.654 -3.950 -1.220 -0.507 0.992 -1.459 0.3278
```
Forces are in eV/Å.

=====

Entry 2:
Molecular formula: C11H29FN3O6S2
Method: DFT, ωB97M-V/def2-TZVPD

HOMO-LUMO gap   6.02 eV
LUMO energy   -6.35 eV
Charge   +1

XYZ file:
```
52
Properties=species:S:1:pos:R:3:forces:R:3:mulliken_charge:R:1
C -1.670 1.363 3.025 -0.533 0.135 -0.323 -1.1197
C -2.787 1.787 1.882 -0.262 0.257 -0.185 0.7261
C -2.117 2.453 0.542 0.273 -0.705 -0.711 -1.0343
C -3.932 2.857 2.466 2.053 -1.544 0.897 -0.8134
N -5.022 2.915 1.419 -1.602 -3.011 -0.546 0.3333
F -5.560 4.158 1.302 -0.916 0.591 0.722 -0.2085
C -6.080 1.851 1.608 0.601 -1.570 -0.860 0.1461
N -5.966 0.584 0.743 2.720 4.042 2.437 -0.4215
N -7.169 1.913 2.442 -0.221 0.785 0.033 -0.2986
H -2.184 0.860 3.951 0.896 0.970 -1.790 0.3448
H -0.912 0.599 2.563 -1.423 1.663 0.893 0.2827
H -1.102 2.319 3.393 -0.998 -1.863 -0.785 0.2808
H -3.379 0.821 1.531 1.288 1.856 0.873 -0.0609
H -1.945 1.575 -0.246 -0.168 1.980 1.703 0.2631
H -1.084 2.965 0.745 -1.974 -1.085 -0.181 0.3049
H -2.793 3.241 -0.001 1.075 -1.517 1.226 0.3073
H -3.393 3.899 2.534 -1.555 -1.916 -0.259 0.4092
H -4.309 2.477 3.530 0.604 1.122 -2.234 0.2583
H -5.607 -0.206 1.323 -0.933 0.253 -0.475 0.3423
H -5.201 0.803 0.042 -0.919 -0.359 1.024 0.3964
H -7.293 1.244 3.256 0.073 0.576 -2.036 0.2847
H -7.984 2.577 2.276 1.960 -0.656 0.587 0.2866
O 1.584 0.741 2.500 0.680 0.277 -0.496 -0.5562
S 2.984 1.073 2.330 0.955 -0.406 -0.006 1.1554
O 3.439 1.975 1.295 -0.841 -0.709 0.707 -0.6107
O 3.847 -0.306 2.239 -0.516 1.384 0.869 -0.2935
C 3.483 -1.277 1.268 -0.173 -0.770 -1.101 -0.3558
C 3.951 -0.876 -0.118 -0.037 0.199 -0.271 -0.8293
C 3.625 1.636 3.886 0.068 -0.165 0.039 -0.9553
H 2.403 -1.458 1.285 0.088 0.139 0.103 0.2600
H 3.971 -2.214 1.553 -0.029 0.317 0.272 0.2871
H 3.414 0.008 -0.474 0.047 -0.120 0.029 0.3020
H 3.782 -1.687 -0.834 -0.015 0.053 0.170 0.2848
H 5.017 -0.626 -0.110 -0.118 -0.105 0.059 0.2896
H 3.326 0.936 4.668 0.041 0.059 -0.167 0.3202
H 3.205 2.624 4.086 -0.014 -0.127 -0.176 0.3652
H 4.713 1.701 3.817 -0.185 -0.033 -0.064 0.3369
O 2.124 -2.935 -2.395 0.135 -0.573 -0.850 -0.5526
S 1.839 -3.635 -3.630 0.011 0.057 -0.619 1.1169
O 2.542 -4.841 -4.010 -0.398 1.107 0.640 -0.5943
O 1.907 -2.577 -4.867 -0.871 -0.868 0.945 -0.2800
C 3.087 -1.804 -5.039 1.145 0.497 -0.268 -0.1738
C 4.201 -2.625 -5.661 0.196 -0.292 0.087 -1.0054
C 0.094 -3.956 -3.708 -0.058 0.132 -0.139 -0.9505
H 3.404 -1.361 -4.088 -0.150 -0.132 -0.002 0.2081
H 2.834 -0.978 -5.711 -0.305 -0.219 0.176 0.2672
H 4.544 -3.405 -4.975 -0.023 0.117 -0.087 0.2983
H 5.058 -1.990 -5.908 -0.166 -0.014 0.023 0.3862
H 3.853 -3.123 -6.571 0.030 0.156 0.087 0.2657
H -0.446 -3.039 -3.468 0.145 -0.103 -0.056 0.3048
H -0.139 -4.732 -2.976 0.208 0.084 -0.061 0.3676
H -0.156 -4.305 -4.712 0.110 0.058 0.145 0.3318
```
Forces are in eV/Å.